1.
{
  "formula": "C14H25Br2N2",
  "method": "ωB97M-V/def2-TZVPD",
  "fmax_ha_per_bohr": 0.0502,
  "charge": 1,
  "homo_lumo_gap_ev": 5.40,
  "species": ["C", "H", "H", "C", "C", "H", "C", "Br", "H", "C", "C", "H", "H", "H", "H", "C", "N", "H", "H", "H", "Br", "H", "H", "H", "H", "H", "C", "H", "C", "C", "H", "H", "H", "N", "C", "H", "C", "H", "H", "C", "C", "H", "H"],
  "xyz": [[0.38208, 2.35014, 2.32544], [1.08215, -4.35758, -3.65857], [1.36361, 3.19056, 0.72213], [-2.06123, -1.40223, -2.37799], [-2.68340, 2.34018, 2.36636], [-2.41810, -2.31332, -2.85890], [1.94766, 4.01923, 3.83014], [-4.56561, 2.03164, 1.88995], [-0.28728, -0.28879, -2.04458], [-1.82508, 1.06971, 2.06262], [2.02235, 4.01283, 2.46347], [0.39421, -4.32666, -1.32936], [-0.51507, -5.07179, -3.60152], [-2.52690, -0.56084, -2.89381], [2.72244, 4.65052, 1.91992], [1.04071, 3.15916, 4.47740], [0.16550, -2.28387, -1.68718], [-1.20965, -3.83729, -1.73062], [0.92499, 3.14095, 5.56283], [0.08726, 0.60048, 1.01486], [3.07239, 5.17610, 4.84432], [-1.71414, 0.53739, 3.01628], [-2.66822, 2.62133, 3.42563], [-2.40847, -1.39632, -1.34254], [2.65540, -2.98635, -3.16419], [-0.41771, 1.62114, 4.23165], [2.45160, -1.98106, -2.80016], [1.67587, -1.01729, -1.05259], [1.58435, -1.99806, -1.53789], [0.25269, 2.29242, 3.70223], [2.01451, -2.70528, -0.82310], [-0.24386, -1.26564, -3.50658], [-2.36233, 3.20934, 1.77447], [1.25381, 3.17405, 1.73154], [-0.54578, -1.27390, -2.44939], [-0.32758, -3.42147, -4.17583], [0.03643, -4.14305, -3.44292], [3.41853, -1.52496, -2.57353], [-0.74832, 2.10693, 0.54753], [-0.16349, -3.66801, -2.00003], [-0.47497, 1.46245, 1.40770], [-2.38282, 0.45851, 1.34138], [2.00147, -1.40130, -3.60654]],
  "forces_ev_per_a": [[-1.32, -1.95, -1.06], [-0.02, 0.08, -0.07], [-0.23, -0.14, 0.08], [0.00, -0.04, -0.02], [0.03, -0.22, -0.25], [-0.02, 0.01, 0.04], [-0.06, 0.10, 0.91], [0.51, 0.13, 0.22], [0.23, -0.07, 0.02], [-0.23, 0.77, -0.06], [0.69, 0.32, -0.48], [0.13, 0.18, 0.03], [-0.01, 0.02, 0.02], [0.03, -0.02, -0.01], [-0.30, -0.22, 0.15], [-0.25, -0.34, -0.56], [0.19, 0.06, 0.37], [0.00, 0.13, -0.02], [0.26, 0.14, -0.33], [-0.10, 0.22, 0.32], [-0.46, -0.43, -0.47], [0.07, -0.29, -0.54], [-0.08, -0.11, -0.33], [0.03, -0.08, 0.00], [-0.06, 0.02, -0.06], [0.05, 0.08, -0.53], [0.18, 0.00, 0.04], [-0.12, 0.04, -0.05], [0.09, 0.12, 0.04], [1.13, 1.25, 0.79], [-0.12, -0.09, -0.04], [-0.03, 0.09, -0.04], [-0.15, -0.30, 0.13], [0.30, 0.53, 1.24], [-0.18, -0.05, -0.15], [0.00, 0.02, 0.03], [0.08, -0.14, -0.01], [-0.02, -0.01, 0.00], [0.24, -0.43, 0.14], [-0.34, -0.20, -0.08], [-0.40, 0.85, 0.21], [0.31, -0.04, 0.36], [-0.03, -0.03, 0.01]]
}

2.
{
  "formula": "C8H12N5",
  "method": "ωB97M-V/def2-TZVPD",
  "e_above_lowest_kcal_mol": 187.9,
  "fmax_ha_per_bohr": 0.1003,
  "charge": 1,
  "homo_lumo_gap_ev": [6.40, 8.44],
  "species": ["N", "C", "H", "H", "H", "H", "C", "N", "C", "N", "N", "C", "C", "N", "H", "C", "C", "H", "H", "H", "H", "C", "H", "H", "H"],
  "xyz": [[0.00570, -0.89695, -0.93868], [1.32308, -0.28863, 1.71394], [1.61243, 0.28682, 2.51289], [-2.47625, 0.03727, 2.78290], [-1.03004, 0.08793, 3.68078], [-0.36345, -1.14302, 2.50854], [-0.10636, -0.67598, 1.61893], [0.21179, -1.98854, -1.88948], [-0.32579, -1.40744, 0.35201], [-1.05385, 1.47334, 0.82607], [-0.71236, -2.58717, 0.42473], [0.49525, 1.91988, -3.03038], [0.19974, 0.30847, -1.28094], [0.00168, 1.08463, -2.27719], [-0.83744, -3.07220, -0.46388], [-0.92100, 0.69243, 1.70234], [-1.64573, 0.65132, 3.04278], [0.49042, -1.63232, -2.82601], [0.61594, 2.52801, -5.12186], [1.21229, 3.78842, -3.83323], [-2.00987, 1.54940, 3.34448], [0.79265, 2.79445, -3.99510], [1.62303, 0.30287, 0.95818], [2.02072, -1.19706, 1.72431], [0.87741, -2.61592, -1.53611]],
  "forces_ev_per_a": [[1.25, -1.40, -1.68], [1.54, -3.77, 0.60], [0.11, 1.12, 2.56], [-0.92, -0.69, 0.09], [0.58, -0.08, 1.45], [-0.84, -1.90, 0.71], [0.66, 3.45, -1.72], [-1.57, 1.95, -1.59], [-0.62, -1.36, 1.04], [0.13, 2.65, -3.75], [-0.68, -1.09, 0.33], [0.35, 2.14, -2.65], [-1.27, 2.20, 0.48], [0.81, -1.01, 0.86], [-0.01, 0.13, 0.15], [0.18, -3.87, 3.41], [0.50, -1.27, -2.28], [-0.30, -0.13, 1.12], [0.38, 0.18, 2.38], [-0.18, -0.36, 0.35], [-0.67, 2.62, 1.20], [-0.69, -1.68, -0.54], [0.91, 1.87, -3.18], [-1.03, 1.03, -0.03], [1.39, -0.75, 0.70]]
}

What did the second record say?
{
  "formula": "C8H12N5",
  "method": "ωB97M-V/def2-TZVPD",
  "e_above_lowest_kcal_mol": 187.9,
  "fmax_ha_per_bohr": 0.1003,
  "charge": 1,
  "homo_lumo_gap_ev": [6.40, 8.44],
  "species": ["N", "C", "H", "H", "H", "H", "C", "N", "C", "N", "N", "C", "C", "N", "H", "C", "C", "H", "H", "H", "H", "C", "H", "H", "H"],
  "xyz": [[0.00570, -0.89695, -0.93868], [1.32308, -0.28863, 1.71394], [1.61243, 0.28682, 2.51289], [-2.47625, 0.03727, 2.78290], [-1.03004, 0.08793, 3.68078], [-0.36345, -1.14302, 2.50854], [-0.10636, -0.67598, 1.61893], [0.21179, -1.98854, -1.88948], [-0.32579, -1.40744, 0.35201], [-1.05385, 1.47334, 0.82607], [-0.71236, -2.58717, 0.42473], [0.49525, 1.91988, -3.03038], [0.19974, 0.30847, -1.28094], [0.00168, 1.08463, -2.27719], [-0.83744, -3.07220, -0.46388], [-0.92100, 0.69243, 1.70234], [-1.64573, 0.65132, 3.04278], [0.49042, -1.63232, -2.82601], [0.61594, 2.52801, -5.12186], [1.21229, 3.78842, -3.83323], [-2.00987, 1.54940, 3.34448], [0.79265, 2.79445, -3.99510], [1.62303, 0.30287, 0.95818], [2.02072, -1.19706, 1.72431], [0.87741, -2.61592, -1.53611]],
  "forces_ev_per_a": [[1.25, -1.40, -1.68], [1.54, -3.77, 0.60], [0.11, 1.12, 2.56], [-0.92, -0.69, 0.09], [0.58, -0.08, 1.45], [-0.84, -1.90, 0.71], [0.66, 3.45, -1.72], [-1.57, 1.95, -1.59], [-0.62, -1.36, 1.04], [0.13, 2.65, -3.75], [-0.68, -1.09, 0.33], [0.35, 2.14, -2.65], [-1.27, 2.20, 0.48], [0.81, -1.01, 0.86], [-0.01, 0.13, 0.15], [0.18, -3.87, 3.41], [0.50, -1.27, -2.28], [-0.30, -0.13, 1.12], [0.38, 0.18, 2.38], [-0.18, -0.36, 0.35], [-0.67, 2.62, 1.20], [-0.69, -1.68, -0.54], [0.91, 1.87, -3.18], [-1.03, 1.03, -0.03], [1.39, -0.75, 0.70]]
}